Entry from OMol25: a cluster of 2 separate species, C4H10N2P in total in a non-equilibrium geometry (wB97M-V/def2-TZVPD).

Atoms and positions in Å:
C  -2.716951  -1.661240  0.199263
C  -1.452838  -1.247965  0.048899
C  1.686568  0.301090  0.067985
C  4.219157  0.154017  -0.113338
N  -1.206146  0.131139  -0.006964
N  2.824196  0.202733  -0.066140
P  -2.309714  1.400468  -0.041248
H  -3.159046  -2.701559  0.174100
H  -3.575520  -1.024529  0.374918
H  -0.624041  -1.800343  -0.097175
H  -0.231419  0.530014  0.020180
H  4.694168  0.009774  -1.142708
H  4.663828  -0.735073  0.500596
H  4.748411  1.043228  0.243784
H  -3.089923  1.538889  1.105465
H  -1.405882  2.472336  0.052245
H  -3.064851  1.387024  -1.319859

Cartesian forces (eV/Å) of the 2 atoms listed first:
C -0.6 -1.9 0.0
C -4.3 1.9 0.4

HOMO energy	-12.90	eV
net charge	+1
orbital gap	9.385	eV
E_tot	-608.907557	Eh
multiplicity	1